[1]
Density functional theory data (the ωB97M-V functional and the def2-TZVPD basis) for a structure of composition C3H3O3Pr at a distorted geometry.

XYZ file:
```
10
Properties=species:S:1:pos:R:3:forces:R:3
O 0.234265 -0.788606 -0.956154 -2.34 -4.05 1.63
Pr 2.269890 3.463117 -1.866785 0.11 0.05 -0.20
O 1.104596 1.217043 -1.364437 -1.34 -0.39 0.55
C 0.343075 0.533455 -0.683584 2.21 2.23 -0.16
O -0.207467 0.865060 0.417157 -1.64 -2.13 1.55
C -0.447783 -1.444250 0.025656 3.73 3.09 -0.96
H -1.911301 -0.242069 1.133717 -0.19 -0.23 0.25
H -0.169271 -2.484880 0.171787 -0.98 -0.76 -0.67
C -0.842909 -0.480008 1.071850 0.40 2.25 -2.02
H -0.373096 -0.638864 2.050792 0.04 -0.07 0.03
```
Positions in Å, forces in eV/Å.

Values from the calculation:
M: 227.96 g mol⁻¹
Expectation value of S²: 3.75
Charge: +3
Multiplicity: 4
E_HOMO (alpha / beta): -20.43 / -25.13 eV
Energy: -857.589595 hartree
Gap between HOMO and LUMO (alpha / beta): 5.4890 / 10.1831 eV



[2]
Density functional theory data (the ωB97M-V functional and the def2-TZVPD basis) for a structure of composition C3H3O3Ru at a distorted geometry.

XYZ file:
```
10
Properties=species:S:1:pos:R:3:forces:R:3
C -0.973509 2.527946 0.406489 0.29 -0.46 -0.20
C 0.308428 2.163855 0.360957 -0.35 1.65 1.34
O 0.794636 1.069172 -0.276843 -0.16 -0.70 -0.85
Ru 1.555685 -0.792961 0.083416 0.10 -0.28 0.05
H -1.769061 1.897198 0.010390 0.18 0.31 -0.14
H -1.229929 3.482763 0.865777 0.06 -0.41 0.03
H 1.087604 2.703949 0.908284 -0.22 0.04 -0.42
O 2.028829 -0.022383 -1.820251 0.00 -1.70 0.44
C 1.520523 1.102622 -1.820265 1.10 3.95 -2.42
O 1.555200 2.107267 -2.455329 -1.00 -2.40 2.18
```
Positions in Å, forces in eV/Å.

Values from the calculation:
M: 188.12 g mol⁻¹
Expectation value of S²: 12.01
Charge: +1
Multiplicity: 7
E_HOMO (alpha / beta): -13.39 / -14.62 eV
Energy: -436.183409 hartree
Gap between HOMO and LUMO (alpha / beta): 8.8844 / 5.4832 eV



[3]
Density functional theory data (the ωB97M-V functional and the def2-TZVPD basis) for a structure of composition C3H3O3Ru at a distorted geometry.

XYZ file:
```
10
Properties=species:S:1:pos:R:3:forces:R:3
O 0.180553 -0.650014 0.423130 -0.64 -0.42 -2.03
Ru 3.746692 0.523419 0.866289 4.70 1.92 2.78
O 2.290823 -0.106345 -0.184427 -4.04 -1.86 -3.36
C 1.169249 -0.475477 -0.299175 -0.21 0.58 3.68
O 0.553419 -0.938782 -1.870208 -3.25 -2.29 -1.64
C -0.577475 -1.368248 -1.748198 2.13 2.74 -1.69
H -1.817238 -1.208148 -2.010184 0.72 -0.81 -2.43
C -1.239342 -1.190716 -0.468275 1.81 0.27 3.74
H -1.475616 -2.168212 -0.014077 -0.57 -0.35 0.47
H -1.884277 -0.296296 -0.430980 -0.65 0.22 0.47
```
Positions in Å, forces in eV/Å.

Values from the calculation:
M: 188.12 g mol⁻¹
Expectation value of S²: 8.76
Charge: +4
Multiplicity: 6
E_HOMO (alpha / beta): -31.79 / -30.18 eV
Energy: -434.142497 hartree
Gap between HOMO and LUMO (alpha / beta): 9.7297 / 4.2116 eV



[4]
Density functional theory data (the ωB97M-V functional and the def2-TZVPD basis) for a cluster of 2 separate species, C3H3O3S in total at a distorted geometry.

XYZ file:
```
10
Properties=species:S:1:pos:R:3:forces:R:3
C 0.896046 0.611056 1.494893 0.18 0.00 0.56
C 0.488432 0.283853 0.306586 -0.46 -1.10 -0.34
C 0.014810 0.971789 -0.948404 1.15 0.72 1.40
O 0.562542 2.085572 -0.932756 -0.13 0.60 -0.72
O -0.771160 0.449775 -1.729680 -0.94 -0.89 -0.78
O -1.674101 -1.994929 -0.801510 0.73 -0.79 0.70
S -0.305289 -2.732983 -0.205431 -0.78 0.93 -0.40
H 1.158863 -0.147680 2.216738 0.03 -0.20 0.16
H 1.005420 1.637553 1.834755 -0.02 0.19 -0.17
H -1.375563 -1.164005 -1.235191 0.25 0.55 -0.40
```
Positions in Å, forces in eV/Å.

Values from the calculation:
M: 119.12 g mol⁻¹
Charge: -1
E_HOMO (alpha / beta): -5.03 / -3.57 eV
Energy: -739.956426 hartree
Gap between HOMO and LUMO (alpha / beta): 8.5939 / 5.9371 eV



[5]
Density functional theory data (the ωB97M-V functional and the def2-TZVPD basis) for a structure of composition C3H3O3Sm at a distorted geometry.

XYZ file:
```
10
Properties=species:S:1:pos:R:3:forces:R:3
O -1.235448 -0.625083 0.633159 2.51 -2.87 0.81
Sm 0.645324 3.043995 -0.714493 -0.11 0.77 0.22
O 0.134915 1.114232 0.836067 1.24 -1.39 1.30
C -0.155197 -0.055818 0.903403 -2.96 2.35 -4.04
O 0.883990 -1.126443 0.033432 7.73 4.95 -0.93
C 1.967404 -0.617766 -0.532145 -5.47 -4.43 2.99
H 2.496795 -1.473723 -0.989993 1.16 0.46 -0.71
C -0.901949 -1.976570 -0.442105 -5.15 -1.22 -0.73
H -0.250638 -2.797419 -0.723815 1.66 0.46 0.94
H -1.877239 -2.447524 -0.351713 -0.61 0.91 0.15
```
Positions in Å, forces in eV/Å.

Values from the calculation:
M: 237.41 g mol⁻¹
Expectation value of S²: 12.46
Charge: +3
Multiplicity: 7
E_HOMO (alpha / beta): -22.36 / -21.55 eV
Energy: -998.154250 hartree
Gap between HOMO and LUMO (alpha / beta): 7.6098 / 5.1428 eV



[6]
Density functional theory data (the ωB97M-V functional and the def2-TZVPD basis) for a structure of composition C3H3O3Tm at a distorted geometry.

XYZ file:
```
10
Properties=species:S:1:pos:R:3:forces:R:3
O 0.869041 -1.323177 0.119108 -0.25 -3.10 0.91
Tm 4.354414 0.770225 0.438608 0.42 0.27 -0.08
O 2.109454 0.522295 -0.291241 -0.17 -2.28 0.41
C 1.128803 -0.240157 -0.325038 0.25 6.93 -1.71
O -0.006521 0.470176 -0.974483 2.32 -2.14 -0.26
C -1.219116 0.235518 -0.629520 -1.59 -0.50 1.22
C -1.589758 -0.149208 0.680419 -1.08 -0.15 -0.23
H -1.953534 0.354562 -1.429786 -0.18 0.78 0.11
H -2.471454 0.324670 1.111581 -0.34 -0.02 -0.30
H -1.221330 -0.964903 1.300348 0.62 0.20 -0.08
```
Positions in Å, forces in eV/Å.

Values from the calculation:
M: 255.99 g mol⁻¹
Expectation value of S²: 3.76
Charge: +3
Multiplicity: 4
E_HOMO (alpha / beta): -23.08 / -22.16 eV
Energy: -1425.611825 hartree
Gap between HOMO and LUMO (alpha / beta): 9.5957 / 3.8951 eV



[7]
Density functional theory data (the ωB97M-V functional and the def2-TZVPD basis) for a structure of composition C3H3O3Yb at a distorted geometry.

XYZ file:
```
10
Properties=species:S:1:pos:R:3:forces:R:3
C 0.870520 -0.879367 0.641276 -0.85 1.96 1.03
O -1.278861 0.420647 -0.874343 -0.58 0.04 -0.86
C -0.054360 0.326271 -1.201521 -0.55 1.32 1.85
C -0.119178 -0.681410 1.523181 0.56 -0.86 -0.16
O 0.735030 -0.611604 -0.728289 0.52 -1.26 -0.83
O 0.479077 1.277540 -1.841015 -0.15 0.44 -1.47
H 1.925530 -0.903735 0.915473 -0.28 -0.07 -0.28
H -1.165798 -0.865530 1.288676 0.24 0.74 -0.14
H 0.154075 -0.442052 2.551648 -0.06 -0.76 -0.16
Yb -1.546034 2.359239 -2.275088 1.16 -1.54 1.02
```
Positions in Å, forces in eV/Å.

Values from the calculation:
M: 260.09 g mol⁻¹
Charge: +1
E_HOMO: -12.41 eV
Energy: -1500.263428 hartree
Gap between HOMO and LUMO: 6.4351 eV



[8]
Density functional theory data (the ωB97M-V functional and the def2-TZVPD basis) for the ion C3H3O4 with charge -1 at a distorted geometry.

XYZ file:
```
10
Properties=species:S:1:pos:R:3:forces:R:3
C 0.003021 0.129856 -0.024917 3.63 -0.99 -0.35
C -1.461770 0.536720 0.082499 0.49 -0.12 0.01
C -2.513484 -0.634956 -0.038629 -0.37 -0.12 1.00
O -3.398635 -0.553861 -0.893541 0.20 0.43 -0.54
O -2.347815 -1.517965 0.835006 0.54 0.37 -0.19
O -1.682860 1.560507 1.029190 0.04 -0.83 1.61
O -1.771647 1.833248 -0.358703 0.09 -0.11 -1.88
H 0.754306 0.988095 -0.110642 -1.48 -0.40 0.70
H 0.368655 -0.376207 -1.028430 -1.58 0.30 1.88
H 0.431671 -0.545799 0.885914 -1.55 1.49 -2.22
```
Positions in Å, forces in eV/Å.

Values from the calculation:
M: 103.05 g mol⁻¹
SMILES: CC1(C(=O)[O-])OO1
Charge: -1
E_HOMO: -4.54 eV
Energy: -417.009973 hartree
Gap between HOMO and LUMO: 8.6472 eV



[9]
Density functional theory data (the ωB97M-V functional and the def2-TZVPD basis) for a structure of composition C3H3O4Yb at a distorted geometry.

XYZ file:
```
11
Properties=species:S:1:pos:R:3:forces:R:3
C -0.130312 0.018909 -1.430492 -1.00 -1.16 0.11
C -0.560923 -1.271213 -0.928414 0.20 0.69 -2.07
O -1.158060 -1.469783 0.160527 -1.48 0.78 2.48
H -0.318555 0.133382 -2.685779 -0.21 -0.35 2.54
H -0.429290 -2.134766 -1.608498 0.22 0.22 0.40
H -0.340560 0.784475 -0.640622 -0.15 0.23 -0.48
C 1.303345 1.419265 2.402675 0.58 0.48 -0.27
O 2.124346 2.225408 2.432136 -0.26 -0.22 0.12
O 0.474679 0.602299 2.353495 -0.29 -0.29 0.04
Yb -2.016161 -0.384497 2.027697 0.72 -0.91 -1.61
O 1.051492 0.076523 -2.082724 1.69 0.54 -1.25
```
Positions in Å, forces in eV/Å.

Values from the calculation:
M: 276.09 g mol⁻¹
Expectation value of S²: 0.76
Multiplicity: 2
E_HOMO (alpha / beta): -6.86 / -6.62 eV
Energy: -1575.521584 hartree
Gap between HOMO and LUMO (alpha / beta): 6.3927 / 3.8509 eV



[10]
Density functional theory data (the ωB97M-V functional and the def2-TZVPD basis) for the molecule C3H3OP at a distorted geometry.

XYZ file:
```
8
Properties=species:S:1:pos:R:3:forces:R:3
O -0.993764 2.696197 -0.384579 -1.76 -1.84 -0.88
P -1.984989 1.202844 -0.791546 1.63 2.08 0.85
C -0.878714 0.013949 -0.466900 0.53 -0.51 -0.01
C -0.472609 -1.374801 -0.365316 0.66 1.37 0.24
C 0.456758 -0.472061 -0.118103 -1.59 -0.54 -0.40
H -0.177666 2.446382 0.048568 0.20 -0.21 0.13
H -0.766833 -2.394920 -0.416343 -0.11 -0.43 -0.10
H 1.457519 -0.217718 0.128681 0.46 0.07 0.17
```
Positions in Å, forces in eV/Å.

Values from the calculation:
M: 86.03 g mol⁻¹
SMILES: OP=c1cc1
E_HOMO: -7.89 eV
Energy: -532.584573 hartree
Gap between HOMO and LUMO: 8.7011 eV